119
Properties=species:S:1:pos:R:3 method="wB97M-V/def2-TZVPD" multiplicity=2 charge=-2 e_tot_ev=-307279.108 relative_energy_kj_mol=2.8 s_squared=0.79
Cs 1.13578 1.49831 -0.31502
Br 1.19708 3.22621 7.78598
C 0.67408 3.06671 5.94398
C -0.11102 1.99411 5.54068
C -0.43602 1.95871 4.18318
N -0.08832 2.86721 3.31198
C 0.67358 3.90291 3.70948
C 1.08878 4.01981 5.05528
C 1.06318 4.85521 2.69878
C 1.71388 6.06841 3.01468
C 2.06858 6.88691 1.97638
Br 2.89928 8.57541 2.37208
C 1.82188 6.53871 0.65928
C 1.15438 5.32571 0.46018
N 0.77608 4.53611 1.42908
H -0.44222 1.23321 6.22878
H -1.02552 1.13851 3.79468
H 1.73098 4.82191 5.37868
H 1.91838 6.35541 4.03328
H 2.11778 7.16641 -0.16592
H 0.90778 5.00991 -0.54442
O -1.31912 3.46361 -0.44872
C -2.37652 3.08431 -0.12462
C -3.60142 2.74271 0.24958
C -4.58932 3.76071 0.53508
C -5.85262 3.41691 0.90218
C -6.24182 2.07061 1.00788
C -5.31342 1.06991 0.74308
C -4.01552 1.34791 0.37088
P -2.68792 0.13201 0.12338
C -2.59472 0.07911 -1.71432
C -3.51312 0.72811 -2.52872
C -3.40802 0.65071 -3.90412
C -2.39582 -0.09279 -4.48182
C -1.48692 -0.76049 -3.67842
C -1.57772 -0.66389 -2.30442
C -3.63572 -1.42429 0.41168
C -3.99082 -2.31579 -0.59382
C -4.66442 -3.48749 -0.29312
C -4.99792 -3.79059 1.01488
C -4.64582 -2.91149 2.02648
C -3.96092 -1.74849 1.72898
H -4.28472 4.79201 0.44198
H -6.57422 4.19651 1.11598
H -7.25342 1.81851 1.29448
H -5.63012 0.03841 0.82678
H -4.30712 1.31211 -2.09042
H -4.11672 1.18071 -4.52562
H -2.30862 -0.14249 -5.55792
H -0.69652 -1.34729 -4.12152
H -0.84642 -1.16429 -1.68712
H -3.74482 -2.09259 -1.62152
H -4.92682 -4.17259 -1.08762
H -5.53132 -4.70479 1.24428
H -4.89842 -3.14659 3.05138
H -3.67782 -1.06649 2.51948
C 1.46438 -3.29289 -3.10302
Si 1.07948 -3.80349 -1.28602
C 1.71478 -5.63809 -1.20072
C -0.83202 -4.05139 -1.13342
Ge 1.89748 -1.97599 0.23748
Si 4.30408 -2.34179 0.19388
C 5.11858 -1.31179 -1.21082
C 5.01018 -4.13439 -0.10682
C 5.28058 -1.78049 1.75388
Si 1.20738 -2.92039 2.38118
C -0.70812 -2.74629 2.47838
C 1.51888 -4.82679 2.60538
C 1.82088 -2.21929 4.06298
H 0.74578 -3.67979 -3.82172
H 2.45348 -3.63359 -3.39982
H 1.45678 -2.20969 -3.17732
H 1.27998 -6.26589 -1.97432
H 1.48698 -6.09519 -0.24312
H 2.79098 -5.67829 -1.31992
H -1.29862 -4.35889 -2.06642
H -1.32012 -3.13479 -0.82032
H -1.06702 -4.80129 -0.38252
H 4.59678 -1.46349 -2.15162
H 6.17148 -1.54279 -1.36632
H 5.03848 -0.25669 -0.96462
H 4.85918 -4.44529 -1.13622
H 4.51858 -4.86179 0.53198
H 6.07758 -4.18549 0.09568
H 5.18038 -0.70679 1.86508
H 6.34238 -2.01369 1.69608
H 4.88428 -2.23839 2.65388
H -1.19432 -3.33759 1.70768
H -0.98002 -1.70669 2.30808
H -1.12712 -3.04649 3.43578
H 1.06698 -5.38149 1.79058
H 1.10158 -5.20919 3.53338
H 2.58048 -5.05639 2.60458
H 1.44148 -1.21199 4.19098
H 2.90398 -2.16229 4.08708
H 1.50038 -2.81499 4.91618
C 3.40058 1.33751 3.39548
C 2.86878 1.24371 1.95608
O 3.05328 2.20961 1.20838
O 2.26008 0.19091 1.64428
H 4.46138 1.56911 3.37668
H 3.21338 0.39951 3.90758
H 2.88578 2.15051 3.90168
O 1.39608 0.24431 -2.85662
C 0.70898 1.17411 -3.27692
N 0.03438 2.02641 -2.52792
S -0.62822 3.22151 -3.37432
O 0.08408 4.46401 -3.18862
O -2.06002 3.30481 -3.24472
C -0.21272 2.55631 -5.00662
C -0.52162 2.92791 -6.29492
C -0.05742 2.13541 -7.33912
C 0.71358 1.00991 -7.08592
C 1.03188 0.65111 -5.78512
C 0.54908 1.43261 -4.75072
H -1.11132 3.81201 -6.48472
H -0.29812 2.40031 -8.36032
H 1.06018 0.40241 -7.91212
H 1.62878 -0.22019 -5.56172